Below is a cluster of 2 separate species, C3H3O2 in total, with properties calculated with the ωB97M-V functional and the def2-TZVPD basis.

As for the max |F|: 0.0776 Eh/bohr. Its molecular weight is 71.06 g mol⁻¹. The value obtained for the energy above the lowest of the compared OMol25 structures with the same formula, charge and spin is 10.26 kcal/mol. Its charge is -1. The calculation puts the HOMO-LUMO gap at 7.4 eV.

XYZ file:
```
8
Properties=species:S:1:pos:R:3:forces:R:3:lowdin_charge:R:1
C 0.493 2.368 -1.440 -0.1 0.4 0.0 -0.012
C 0.463 1.353 -0.821 0.0 2.1 -1.4 0.021
C -0.544 -1.946 1.200 -1.6 2.4 -2.3 -0.772
O -0.918 -2.712 2.064 -0.2 -1.1 0.8 -0.106
O 0.471 -1.259 1.021 1.7 0.0 0.4 -0.161
H 0.593 3.287 -1.916 -0.2 0.8 -0.5 -0.018
H -1.310 -1.573 0.326 0.2 -1.2 1.0 0.095
H 0.753 0.482 -0.435 0.2 -3.5 2.0 -0.046
```
Forces are in eV/Å.

=====

Below is the ion C3H3O2 with charge +1, with properties calculated with the ωB97M-V functional and the def2-TZVPD basis.

As for the max |F|: 0.0537 Eh/bohr. Its molecular weight is 71.06 g mol⁻¹. The value obtained for the energy above the lowest of the compared OMol25 structures with the same formula, charge and spin is 193.48 kcal/mol. Its charge is +1. The calculation puts the HOMO-LUMO gap (alpha / beta) at 7.2 / 6.4 eV.

XYZ file:
```
8
Properties=species:S:1:pos:R:3:forces:R:3:lowdin_charge:R:1
C -0.817 -0.029 0.103 0.0 -1.4 -0.6 -0.015
C 0.438 -0.898 -0.012 -0.5 -1.3 0.0 -0.009
C -1.089 1.198 -0.015 2.3 1.5 -0.1 0.441
O 1.651 -0.546 0.019 0.0 -1.1 -0.3 -0.037
O 2.176 0.592 0.052 -0.4 2.0 0.2 0.069
H -1.779 -0.622 0.141 0.6 0.2 0.1 0.200
H 0.480 -2.015 -0.182 -1.2 1.4 0.4 0.190
H -1.059 2.318 -0.107 -0.8 -1.3 0.2 0.161
```
Forces are in eV/Å.

=====

Below is an isolated molecule of C3H3O2P, with properties calculated with the ωB97M-V functional and the def2-TZVPD basis.

As for the max |F|: 0.0742 Eh/bohr. Its molecular weight is 102.03 g mol⁻¹. The value obtained for the energy above the lowest of the compared OMol25 structures with the same formula, charge and spin is 94.94 kcal/mol. The calculation puts the HOMO-LUMO gap (alpha / beta) at 8.6 / 7.1 eV.

XYZ file:
```
9
Properties=species:S:1:pos:R:3:forces:R:3:lowdin_charge:R:1
C -0.200 0.917 0.892 3.4 -0.4 1.7 -0.114
C -1.096 1.192 0.034 -0.7 0.6 -0.1 0.098
C 0.869 -0.220 0.659 -1.8 0.8 -1.7 -0.484
O 1.763 -0.455 1.377 0.6 -0.3 0.7 0.158
O 0.722 -0.888 -0.564 2.1 0.2 1.9 -0.473
P -0.150 -0.862 -1.897 -1.4 -1.0 0.5 0.887
H 0.224 1.557 1.688 -0.9 -0.4 -0.1 0.119
H -1.111 0.659 -0.895 -1.3 -0.2 -1.7 -0.118
H -1.022 -1.901 -1.294 0.1 0.7 -1.1 -0.075
```
Forces are in eV/Å.

=====

- Which value of energy above the lowest of the compared OMol25 structures with the same formula, charge and spin does entry 2 give?
  193.48 kcal/mol

=====

- Among the records above, which one has the lowest energy above the lowest of the compared OMol25 structures with the same formula, charge and spin?
  number 1

=====

- Which value of energy above the lowest of the compared OMol25 structures with the same formula, charge and spin does entry 2 give?
  193.48 kcal/mol

=====

- What is the formula in the third record?
  C3H3O2P